No. 1
Entry from the Open Molecules 2025 dataset: a cluster of 3 separate species, C3H10N2S in total at a distorted geometry (the ωB97M-V functional and the def2-TZVPD basis).

Positions of all 16 atoms, in Å:
C -0.184 1.448 -0.723
C -1.457 0.787 -0.204
S -1.294 -1.016 -0.478
N 0.180 1.071 -2.130
H 0.661 1.218 -0.058
H -0.318 2.560 -0.760
H -2.336 1.059 -0.775
H -1.595 1.003 0.893
H -0.315 1.643 -2.840
H -0.111 0.099 -2.265
C 2.151 -1.108 2.614
N 1.984 -0.187 1.722
H 2.722 -0.923 3.531
H 1.742 -2.137 2.472
H 1.374 -0.503 0.924
H 0.676 -0.705 -0.727

The lowest unoccupied orbital energy comes out at -1.04 eV. The HOMO energy is -9.29 eV. The value obtained for the HOMO-LUMO gap is 8.246 eV. Its energy is -17084.849 eV. As for the total charge: 0.

No. 2
Entry from the Open Molecules 2025 dataset: a cluster of 2 separate species, C3H10N3 in total at a distorted geometry (the ωB97M-V functional and the def2-TZVPD basis).

Positions of all 16 atoms, in Å:
C 2.620 0.060 -0.657
C 1.447 -0.294 0.372
C 0.332 0.421 0.047
N -0.789 -0.174 -0.247
N -3.452 0.059 0.137
N 2.727 0.363 0.695
H 3.154 -0.673 -1.191
H 2.290 0.818 -1.222
H 1.335 -1.354 0.565
H 0.440 1.508 -0.111
H -0.724 -1.225 -0.110
H -1.531 0.168 -0.848
H -3.438 -0.410 1.070
H -3.281 1.046 0.369
H 3.332 -0.245 1.224
H -4.463 -0.067 -0.095

The lowest unoccupied orbital energy comes out at -4.50 eV. The HOMO energy is -14.18 eV. The value obtained for the HOMO-LUMO gap is 9.688 eV. Its energy is -7734.956 eV. As for the total charge: +1.

No. 3
Entry from the Open Molecules 2025 dataset: a cluster of 2 separate species, C3H10N3 in total at a distorted geometry (the ωB97M-V functional and the def2-TZVPD basis).

Positions of all 16 atoms, in Å:
C -0.525 1.588 1.749
N 0.366 0.672 1.813
H -1.500 1.274 1.348
H -0.344 2.573 2.177
H 1.026 0.794 2.582
H 0.119 -0.308 1.213
C 0.610 -0.209 -1.257
C -0.352 -1.100 -0.885
N -0.757 -1.241 0.547
N 0.928 0.280 -2.539
H 1.165 0.346 -0.503
H -0.870 -1.719 -1.627
H -0.823 -2.227 0.752
H -1.755 -0.919 0.478
H 0.841 -0.482 -3.280
H 1.871 0.676 -2.569

The lowest unoccupied orbital energy comes out at -4.65 eV. The HOMO energy is -12.35 eV. The value obtained for the HOMO-LUMO gap is 7.696 eV. Its energy is -7735.178 eV. As for the total charge: +1.

It is found that the ΔE to the lowest compared entry with this formula, charge and spin values, taken in the order of the records, are 362.3; 319.2; 297.8 kJ/mol.